No. 1
Entry from the Open Molecules 2025 dataset: 5 unconnected molecules or ions with the total composition C30H66O7 in a non-equilibrium geometry (ωB97M-V/def2-TZVPD).

Element x y z (Å)
C  0.921  -3.332  5.531
C  -0.479  -4.183  5.776
C  -1.830  -3.392  5.239
C  -2.167  -2.009  6.054
C  -2.628  -0.852  4.940
C  -3.992  -1.251  4.117
C  -3.741  -1.940  2.650
C  -2.915  -0.976  1.582
C  -1.385  -1.532  1.391
C  -1.186  -2.376  -0.039
C  0.458  -2.166  -0.149
O  1.438  -3.057  -0.323
O  0.534  -0.682  0.062
C  -0.125  -0.478  1.376
C  -0.310  1.041  1.963
C  -0.761  2.136  0.807
O  -0.156  3.443  1.108
H  1.047  -2.443  6.293
H  1.051  -2.933  4.438
H  1.803  -4.103  5.750
H  -0.593  -4.574  6.896
H  -0.385  -5.148  5.080
H  -1.617  -3.108  4.115
H  -2.796  -4.071  5.275
H  -3.005  -2.208  6.866
H  -1.223  -1.635  6.646
H  -1.727  -0.510  4.254
H  -2.907  0.113  5.585
H  -4.605  -0.241  3.983
H  -4.625  -1.984  4.799
H  -4.819  -2.091  2.160
H  -3.268  -3.020  2.691
H  -3.458  -1.119  0.528
H  -2.997  0.165  1.832
H  -0.998  -2.346  2.169
H  -1.518  -3.506  0.145
H  -1.689  -1.821  -0.949
H  0.661  -0.971  2.106
H  -0.999  1.114  2.924
H  0.770  1.390  2.333
H  -1.933  2.207  0.795
H  -0.425  1.732  -0.244
H  0.075  3.488  2.099
C  -1.567  -2.569  -4.753
C  -3.035  -2.954  -4.773
O  -3.844  -2.156  -3.908
C  -3.869  -0.757  -4.177
C  -4.389  -0.414  -5.562
H  -1.167  -2.634  -3.735
H  -0.989  -3.238  -5.400
H  -1.408  -1.547  -5.102
H  -3.134  -3.988  -4.425
H  -3.438  -2.932  -5.791
H  -2.878  -0.322  -4.008
H  -4.532  -0.307  -3.430
H  -3.756  -0.828  -6.350
H  -4.426  0.672  -5.698
H  -5.397  -0.821  -5.704
C  2.952  2.799  -0.438
C  2.939  4.295  -0.179
O  3.791  4.694  0.895
C  5.178  4.400  0.745
C  5.810  5.057  -0.470
H  2.664  2.251  0.466
H  2.252  2.545  -1.241
H  3.942  2.444  -0.733
H  1.924  4.596  0.101
H  3.187  4.857  -1.086
H  5.335  3.317  0.736
H  5.676  4.774  1.646
H  5.359  4.710  -1.403
H  6.881  4.833  -0.512
H  5.679  6.144  -0.428
C  7.984  9.855  4.307
C  7.291  9.386  3.040
O  7.726  8.100  2.598
C  7.523  7.017  3.502
C  6.064  6.792  3.861
H  9.070  9.878  4.166
H  7.644  10.861  4.577
H  7.779  9.195  5.153
H  7.521  10.088  2.232
H  6.202  9.397  3.156
H  8.135  7.155  4.399
H  7.905  6.119  3.004
H  5.632  7.655  4.373
H  5.963  5.925  4.522
H  5.470  6.617  2.957
C  -5.500  -5.327  -7.290
C  -4.090  -5.545  -7.809
O  -3.281  -6.342  -6.944
C  -3.743  -7.666  -6.688
C  -3.867  -8.518  -7.939
H  -5.476  -4.862  -6.299
H  -6.060  -4.677  -7.970
H  -6.050  -6.266  -7.197
H  -3.591  -4.573  -7.894
H  -4.099  -5.974  -8.818
H  -4.687  -7.636  -6.134
H  -3.010  -8.129  -6.019
H  -4.598  -8.109  -8.641
H  -4.184  -9.533  -7.680
H  -2.906  -8.572  -8.462

Atomic forces in eV per Å
C 0.2 -0.8 0.9
C -0.2 -0.4 -1.0
C 0.4 0.2 0.3
C 0.2 0.1 -0.8
C -0.5 0.6 1.6
C 0.4 0.1 0.1
C -1.3 0.4 -0.6
C -0.2 -1.2 -0.5
C 0.7 -0.7 -0.7
C 1.1 0.2 1.3
C 2.1 -3.0 -0.7
O -6.3 6.7 1.1
O 0.5 -2.2 0.5
C 0.5 -1.5 2.0
C 1.0 0.7 -1.1
C -0.3 -1.1 0.8
O -0.3 -1.3 1.4
H -0.3 -1.7 -1.6
H -0.5 -0.8 2.1
H -1.8 1.8 -0.5
H 0.3 1.1 -2.4
H -0.2 1.9 1.6
H -0.4 -0.6 2.2
H 2.1 1.2 -0.2
H 1.6 0.5 -1.8
H -1.8 -0.7 -1.3
H -1.8 -1.1 1.3
H 0.6 -2.0 -1.4
H 1.2 -2.3 0.1
H 1.2 1.6 -1.4
H 2.2 0.3 1.2
H -0.8 2.3 0.1
H 1.2 0.4 2.2
H 0.3 -2.2 -0.2
H -1.6 1.9 -1.2
H 0.8 2.6 -0.8
H 1.0 -1.3 1.8
H -1.6 1.1 -1.1
H 1.2 -0.6 -2.2
H -2.2 -0.8 -0.9
H 2.1 0.0 0.0
H -0.4 1.1 2.1
H -0.7 -0.3 -2.3
C 0.1 0.1 0.0
C 0.0 0.0 0.1
O -0.1 0.0 0.1
C 0.0 -0.1 0.0
C -0.1 -0.1 -0.2
H 0.0 -0.1 -0.1
H -0.1 0.1 0.1
H 0.0 -0.1 -0.1
H -0.2 0.2 0.1
H 0.1 0.1 0.0
H 0.0 0.0 -0.1
H 0.1 -0.3 0.0
H 0.0 0.1 0.0
H 0.0 -0.1 0.0
H 0.1 0.1 0.1
C 0.1 -0.1 0.0
C -0.1 0.0 0.1
O 0.0 0.0 0.1
C -0.1 0.1 0.0
C 0.0 0.1 -0.2
H 0.0 0.1 -0.1
H 0.1 0.0 0.1
H 0.0 0.0 -0.1
H 0.3 0.0 0.1
H 0.1 -0.1 0.0
H 0.0 0.0 -0.1
H -0.3 0.0 -0.1
H 0.1 -0.1 0.1
H -0.1 0.0 0.0
H 0.1 -0.2 0.0
C 0.1 0.0 0.1
C 0.0 -0.1 0.0
O 0.0 0.0 -0.1
C -0.1 0.1 -0.1
C -0.2 0.1 0.0
H -0.2 0.0 0.0
H 0.0 -0.1 -0.1
H -0.1 0.1 0.0
H 0.0 -0.3 0.0
H 0.0 0.0 0.1
H -0.1 0.0 0.1
H 0.0 0.3 -0.1
H 0.0 -0.1 0.1
H 0.0 0.1 -0.1
H 0.1 0.0 0.1
C -0.1 0.0 0.1
C 0.0 -0.1 0.1
O 0.1 0.1 0.0
C 0.0 0.0 0.0
C 0.0 0.0 -0.2
H 0.0 0.0 -0.1
H 0.1 -0.1 0.1
H 0.0 0.0 -0.1
H 0.1 -0.2 0.1
H -0.1 0.0 0.0
H -0.1 0.0 -0.1
H 0.0 0.3 -0.1
H 0.0 -0.1 0.1
H 0.1 0.1 0.0
H -0.1 0.0 0.1

Calculated values
Charge: 0
HOMO-LUMO gap (eV): 9.99
SMILES: CCCCCCCC[C@H]1CC(=O)O[C@H]1CCO.CCOCC.CCOCC.CCOCC.CCOCC
E_HOMO (eV): -9.432
2S+1: 1
LUMO energy (eV): 0.560



No. 2
Entry from the Open Molecules 2025 dataset: a single C7H9N3O molecule in a non-equilibrium geometry (ωB97M-V/def2-TZVPD).

Element x y z (Å)
C  -1.657  0.168  1.479
C  -2.171  0.424  0.227
C  0.687  -1.994  -1.633
C  0.567  1.241  0.850
C  -0.069  1.562  -0.598
C  -0.196  -0.016  1.274
C  -1.013  0.251  -0.695
N  2.078  -1.093  0.020
N  0.896  -1.242  -0.455
N  -0.220  -0.716  0.016
O  1.573  -2.094  -2.464
H  -2.228  0.071  2.399
H  -3.184  0.519  -0.008
H  -0.327  -2.138  -1.877
H  1.613  0.957  0.756
H  0.508  1.968  1.589
H  -0.555  2.557  -0.645
H  0.588  1.445  -1.465
H  0.450  -0.551  1.990
H  2.661  -1.320  -0.759

Atomic forces in eV per Å
C -1.4 0.8 -1.7
C 2.0 -1.6 2.3
C 1.7 2.0 -1.4
C -0.2 -0.1 -2.1
C -0.3 -0.9 0.3
C 1.8 -1.1 1.3
C 0.8 2.0 0.4
N 0.4 1.2 1.4
N 0.4 -1.3 -2.8
N -2.8 -0.9 1.1
O -0.1 -0.8 0.9
H 0.3 0.3 -0.1
H -1.3 0.5 -0.5
H -1.6 -0.7 0.1
H -0.1 0.1 -0.1
H -0.3 1.8 1.0
H 0.0 -0.9 -0.1
H 0.5 0.4 0.5
H -0.8 0.0 0.2
H 0.9 -0.8 -0.6

Calculated values
Charge: 0
HOMO-LUMO gap (spin up / spin down) (eV): 8.74 / 6.78
E_HOMO (spin up / spin down) (eV): -9.003 / -7.612
2S+1: 1
LUMO energy (spin up / spin down) (eV): -0.262 / -0.833
Energy above the lowest of the compared OMol25 structures with the same formula, charge and spin (kcal/mol): 159.9